(1)
Computed, not measured: an isolated molecule of C4H5NO in a non-equilibrium geometry, with ωB97M-V/def2-TZVPD.

Last column: Mulliken charge in e.
Element x y z (Å)
N (-1.40215, -1.07447, 2.06025)  -0.438
C (-1.10076, -0.35404, 1.20330)  0.102
C (-0.60902, 0.53278, 0.17881)  -0.093
C (-0.19873, 0.02728, -1.19240)  -0.514
C (0.85930, 0.33641, -0.19409)  -0.071
O (1.57146, -0.70417, 0.38244)  -0.504
H (-1.08742, 1.50341, 0.15688)  0.375
H (-0.37216, 0.75446, -1.98045)  0.251
H (-0.38426, -1.00962, -1.44639)  0.266
H (1.48440, 1.21680, -0.32434)  0.317
H (1.00878, -1.19377, 0.99855)  0.311

Values from the calculation:
gap between HOMO and LUMO	11.3	eV
electronic energy	-285.362151	Eh
HOMO	-0.384	Ha
total charge	0
M	83.09	g mol⁻¹

(2)
Computed, not measured: an isolated molecule of C4H5NO in a non-equilibrium geometry, with ωB97M-V/def2-TZVPD.

Last column: Mulliken charge in e.
Element x y z (Å)
C (-0.12497, 0.70641, -1.07137)  -1.066
C (-0.62092, -0.47242, -0.22725)  -0.304
C (0.39156, -0.90437, 0.80065)  0.508
O (0.87042, -2.00491, 0.90008)  -0.476
C (0.79306, 0.16801, 1.75956)  0.156
N (1.08233, 1.02270, 2.48462)  -0.341
H (0.26297, 1.50938, -0.43478)  0.356
H (-0.94794, 1.12115, -1.65848)  0.296
H (0.67196, 0.39552, -1.75420)  0.305
H (-0.84771, -1.35523, -0.83130)  0.272
H (-1.53323, -0.18461, 0.31197)  0.293

Values from the calculation:
gap between HOMO and LUMO	10.8	eV
electronic energy	-285.387735	Eh
HOMO	-0.409	Ha
total charge	0
M	83.09	g mol⁻¹

(3)
Computed, not measured: an isolated molecule of C4H5NO in a non-equilibrium geometry, with ωB97M-V/def2-TZVPD.

Last column: Mulliken charge in e.
Element x y z (Å)
O (-2.50898, -0.30122, -0.04483)  -0.544
C (-1.25190, 0.17848, -0.02024)  0.535
C (0.02043, -1.16333, 0.04745)  -0.392
C (1.11286, -0.39847, 0.02253)  -0.407
N (0.88415, 0.96612, 0.17892)  -0.170
C (-0.50317, 1.26026, 0.03228)  -0.567
H (-2.64050, -1.10921, 0.49492)  0.349
H (-0.39102, -2.16654, 0.15810)  0.329
H (2.22278, -0.55352, -0.02950)  0.306
H (1.51765, 1.56521, -0.28188)  0.259
H (-0.84247, 2.34273, -0.07710)  0.300

Values from the calculation:
gap between HOMO and LUMO	9.2	eV
electronic energy	-285.311399	Eh
HOMO	-0.306	Ha
total charge	0
M	83.09	g mol⁻¹

Which formula does entry 2 have? C4H5NO

total charge of number 3 (C4H5NO)? 0

Which value of gap between HOMO and LUMO does entry 3 give? 9.2 eV